Below is a gas-phase ion, C2H6ClN2O (charge +1) in a non-equilibrium geometry, with properties calculated with ωB97M-V/def2-TZVPD.

Cartesian coordinates (Å):
H -1.712 0.269 1.385
N 1.354 -1.079 -0.371
H -1.203 -1.031 -0.948
N -0.843 0.089 0.936
H 0.984 0.370 -1.946
C 0.860 0.147 -0.815
H -0.297 -0.673 1.364
C -0.918 -0.075 -0.484
Cl 1.521 1.572 0.089
H -0.159 0.887 1.086
H -1.416 0.727 -1.063
O 1.828 -1.203 0.767

The calculation puts the lowest unoccupied orbital energy at -5.551 eV. The calculation puts the HOMO energy at -14.417 eV. Its SMILES is [NH3+]C[C@@H](Cl)N=O. The total charge is +1. Its energy above the lowest of the compared OMol25 structures with the same formula, charge and spin is 94.2 kcal/mol.

Below is a single C2H6ClN3O molecule in a non-equilibrium geometry, with properties calculated with ωB97M-V/def2-TZVPD.

Cartesian coordinates (Å):
H -0.693 -1.743 -0.789
C 0.405 0.005 -0.027
H 1.800 -2.302 -0.663
H 1.937 1.448 0.165
C -0.688 -1.007 0.030
H 2.889 -1.766 0.420
N 0.116 1.344 -0.159
H -0.660 -1.666 0.865
Cl -2.272 -0.121 0.010
N 1.662 -0.335 -0.157
H -0.554 1.650 0.518
O 1.238 2.139 0.067
N 1.893 -1.674 0.139

The calculation puts the lowest unoccupied orbital energy at 0.812 eV. The calculation puts the HOMO energy at -8.680 eV. Its SMILES is N/N=C(\CCl)NO. The total charge is 0. Its energy above the lowest of the compared OMol25 structures with the same formula, charge and spin is 23.0 kcal/mol.

Below is 2 unconnected molecules or ions with the total composition C2H6ClNO3S in a non-equilibrium geometry, with properties calculated with ωB97M-V/def2-TZVPD.

Cartesian coordinates (Å):
S -1.186 -0.686 -0.041
H 0.520 0.149 -2.233
C 0.462 -0.058 -0.376
H 1.281 1.564 0.911
C 0.783 1.370 -0.023
H -2.238 0.042 1.770
O -1.338 -0.179 1.554
O -0.844 -2.089 -0.086
H 0.899 -1.985 -0.165
O -2.268 -0.256 -0.843
H 2.148 -0.843 0.157
H 1.323 1.853 -0.922
N 1.235 -1.055 -0.004
Cl -0.776 2.172 0.300

The calculation puts the lowest unoccupied orbital energy at -0.085 eV. The calculation puts the HOMO energy at -8.778 eV. The total charge is 0. Its energy above the lowest of the compared OMol25 structures with the same formula, charge and spin is 90.0 kcal/mol.

Below is a single C2H6ClO2P molecule in a non-equilibrium geometry, with properties calculated with ωB97M-V/def2-TZVPD.

Cartesian coordinates (Å):
H -1.673 0.335 -0.234
C -0.652 0.162 -0.537
H -1.659 -2.079 -0.432
O -0.905 -2.204 0.183
P 1.515 1.515 0.477
O 0.151 1.373 -0.396
Cl -1.058 -0.440 2.037
C -0.257 -1.032 0.425
H 0.881 -1.214 0.721
H 2.339 0.875 -0.422
H -0.528 -0.048 -1.683
H 1.845 2.758 -0.139

The calculation puts the lowest unoccupied orbital energy at 0.601 eV. The calculation puts the HOMO energy at -9.230 eV. Its SMILES is O[C@H](Cl)COP. The total charge is 0. Its energy above the lowest of the compared OMol25 structures with the same formula, charge and spin is 79.4 kcal/mol.

Below is a single C2H6ClOP molecule in a non-equilibrium geometry, with properties calculated with ωB97M-V/def2-TZVPD.

Cartesian coordinates (Å):
O -2.700 1.803 -0.234
C -0.193 0.059 -1.540
H -0.955 1.046 2.246
H 0.096 -0.322 2.059
P -1.293 0.465 0.028
H 0.759 0.614 -1.747
H -0.930 0.417 -2.310
H -0.023 -1.015 -1.477
Cl -2.149 -1.294 0.128
H 0.683 1.188 1.280
C -0.201 0.620 1.519

The calculation puts the lowest unoccupied orbital energy (spin up / spin down) at 0.886 / -1.291 eV. The calculation puts the HOMO energy (spin up / spin down) at -6.234 / -10.213 eV. The total charge is 0. Its energy above the lowest of the compared OMol25 structures with the same formula, charge and spin is 0.0 kcal/mol. The spin multiplicity is 3.

Below is a single C2H6ClOPS molecule in a non-equilibrium geometry, with properties calculated with ωB97M-V/def2-TZVPD.

Cartesian coordinates (Å):
H -2.330 -0.592 0.358
O 2.682 -0.932 -0.149
C -1.747 0.268 0.608
C -0.285 0.131 0.471
P 0.042 0.087 -1.290
H -2.052 1.028 -0.223
Cl 3.048 -2.559 -0.701
H 0.023 -0.828 0.870
H 0.294 0.853 1.048
H -1.897 0.642 1.629
H -0.013 1.624 -1.547
S 2.235 0.277 -1.076

The calculation puts the lowest unoccupied orbital energy at -0.725 eV. The calculation puts the HOMO energy at -8.972 eV. Its SMILES is CCPSOCl. The total charge is 0. Its energy above the lowest of the compared OMol25 structures with the same formula, charge and spin is 105.0 kcal/mol.

Below is a molecular structure, C2H6CsO in a non-equilibrium geometry, with properties calculated with ωB97M-V/def2-TZVPD.

Cartesian coordinates (Å):
O -13.344 21.956 2.700
H -12.896 22.578 3.279
Cs -15.624 21.824 4.640
H -12.004 22.288 1.190
C -11.505 20.366 2.246
H -11.049 19.775 1.452
H -12.034 19.641 2.865
H -13.111 21.013 0.923
C -12.489 21.455 1.700
H -10.691 20.806 2.823

The calculation puts the lowest unoccupied orbital energy at -3.795 eV. The calculation puts the HOMO energy at -14.344 eV. The total charge is +1. Its energy above the lowest of the compared OMol25 structures with the same formula, charge and spin is 5.1 kcal/mol.

Below is a molecular structure, C2H6CsO in a non-equilibrium geometry, with properties calculated with ωB97M-V/def2-TZVPD.

Cartesian coordinates (Å):
C -1.255 0.135 -0.124
H -1.798 1.077 -0.206
C 0.225 0.237 0.087
H 0.500 0.115 1.134
H -1.730 -0.432 0.676
H -1.470 -0.353 -1.075
Cs 2.644 0.205 0.357
H 1.346 -1.352 0.010
H 0.681 1.166 -0.256
O 0.857 -0.797 -0.602

The calculation puts the lowest unoccupied orbital energy at -3.976 eV. The calculation puts the HOMO energy at -15.775 eV. The total charge is +1. Its energy above the lowest of the compared OMol25 structures with the same formula, charge and spin is 88.8 kcal/mol.

Below is a molecular structure, C2H6CsO, with properties calculated with ωB97M-V/def2-TZVPD.

Cartesian coordinates (Å):
C -1.176 -0.107 0.120
H 0.375 -1.660 -0.024
H -1.626 -0.476 1.041
H -1.263 0.977 0.200
H -1.787 -0.399 -0.734
H 1.847 -0.111 -1.031
H 0.809 -0.208 0.889
O 0.898 -0.068 -1.166
Cs 1.651 2.628 0.688
C 0.270 -0.576 0.016

The calculation puts the lowest unoccupied orbital energy at -3.962 eV. The calculation puts the HOMO energy at -14.425 eV. The total charge is +1. Its energy above the lowest of the compared OMol25 structures with the same formula, charge and spin is 11.8 kcal/mol.

Below is 3 unconnected molecules or ions with the total composition C2H6F2N2O2 in a non-equilibrium geometry, with properties calculated with ωB97M-V/def2-TZVPD.

Cartesian coordinates (Å):
N -0.062 -1.662 0.585
O -1.876 0.623 0.850
N 1.989 -0.010 -0.244
H 1.439 -0.472 0.534
O 0.214 1.047 -1.194
H 2.966 -0.225 -0.419
C 1.384 0.844 -1.023
F 2.312 1.455 -1.828
F -3.360 2.026 0.141
C -3.074 0.975 0.970
H -1.285 0.983 0.135
H -0.192 -2.107 1.444
H -0.815 -1.205 0.100
H 0.359 -2.272 -0.051

The calculation puts the lowest unoccupied orbital energy at 0.525 eV. The calculation puts the HOMO energy at -9.784 eV. The total charge is 0. Its energy above the lowest of the compared OMol25 structures with the same formula, charge and spin is 42.1 kcal/mol.

Below is a single C2H6F2N3OP3 molecule in a non-equilibrium geometry, with properties calculated with ωB97M-V/def2-TZVPD.

Cartesian coordinates (Å):
N -1.766 -1.175 -0.280
N -0.368 1.176 -0.487
C 0.776 1.882 -1.023
H 0.308 -2.334 1.628
P -1.487 2.025 0.358
N -2.684 1.064 0.725
C 1.087 -1.579 1.525
O 0.610 -0.464 0.790
H 1.369 -1.195 2.505
P -0.283 -0.613 -0.563
H 0.783 1.810 -2.111
H 1.696 1.439 -0.639
H 1.953 -2.026 1.035
H 0.728 2.931 -0.731
P -3.040 -0.486 0.353
F 0.429 -2.065 -0.898
F -0.112 -0.390 -2.186

The calculation puts the lowest unoccupied orbital energy at -1.160 eV. The calculation puts the HOMO energy at -9.779 eV. Its SMILES is COP1(F)(F)N=PN=PN1C. The total charge is 0. Its energy above the lowest of the compared OMol25 structures with the same formula, charge and spin is 0.0 kcal/mol.

Below is 2 unconnected molecules or ions with the total composition C2H6FPS in a non-equilibrium geometry, with properties calculated with ωB97M-V/def2-TZVPD.

Cartesian coordinates (Å):
H -1.227 -1.640 -0.497
H 2.021 0.505 0.491
H 0.349 -1.508 -0.940
H -0.997 -0.767 -1.979
F -2.735 -0.127 1.286
H 1.045 -0.298 1.863
S 0.100 2.120 -1.365
C 1.136 0.451 1.065
P -0.230 0.602 -0.296
H 1.059 1.580 1.387
C -0.521 -0.918 -1.016

The calculation puts the lowest unoccupied orbital energy (spin up / spin down) at -2.733 / -2.739 eV. The calculation puts the HOMO energy (spin up / spin down) at -9.135 / -9.081 eV. The total charge is 0. Its energy above the lowest of the compared OMol25 structures with the same formula, charge and spin is 103.7 kcal/mol.